# 1
DFT (ωB97M-V/def2-TZVPD) results for a cluster of 2 separate species, C3H4ClFS in total at a distorted geometry.

Atoms and positions in Å:
C  -0.72090  -0.37509  -0.14749
C  0.63165  0.28525  0.19181
C  0.75926  1.64951  0.00542
H  -0.58682  -3.41908  0.06894
H  -1.61192  -0.64013  0.58247
H  -1.40120  0.26779  -0.78833
H  -0.28187  2.17676  -0.29890
F  1.67584  2.44039  0.58100
S  -0.48475  -1.84300  -1.27654
Cl  2.02072  -0.54240  1.08162

**Frontier orbital gap**: 8.17 eV
**Maximum force**: 4.0 eV/Å
**LUMO**: -1.25 eV
**Molar mass**: 126.6 g/mol
**Energy relative to the best compared isomer or geometry (same formula, charge and spin)**: 99.7 kcal/mol
**Charge**: 0
**Electronic energy**: -1074.780719 Ha
**Highest occupied orbital energy**: -9.41 eV

These are the natural (NBO) partial charges, in e, on atoms 1 to 4: -0.62 -0.09 0.22 0.12

***

# 2
DFT (ωB97M-V/def2-TZVPD) results for the molecule C7H12.

Atoms and positions in Å:
C  -2.53542  0.29500  0.13566
C  -1.23256  -0.47886  0.04319
C  -0.23154  -0.01118  -1.04466
C  0.87485  -0.00879  0.01883
C  2.20688  -0.67059  -0.16093
C  2.12802  0.80367  0.13008
C  -0.15399  -0.21162  1.13095
H  -3.16037  0.14083  -0.75340
H  -2.33376  1.37023  0.21710
H  -3.11507  -0.01376  1.01237
H  -1.44741  -1.54952  -0.05501
H  -0.11137  -0.70002  -1.88926
H  -0.47492  0.98365  -1.43462
H  2.43322  -0.98362  -1.17800
H  2.63014  -1.30690  0.61238
H  2.40937  1.54394  -0.61506
H  2.40165  1.07313  1.14906
H  -0.34364  0.71968  1.68276
H  0.04928  -1.00504  1.85776

**Frontier orbital gap**: 10.93 eV
**Maximum force**: 0.3 eV/Å
**LUMO**: 1.17 eV
**Molar mass**: 96.2 g/mol
**Energy relative to the best compared isomer or geometry (same formula, charge and spin)**: 29.7 kcal/mol
**Charge**: 0
**SMILES**: CC1CC2(CC2)C1
**Electronic energy**: -273.861153 Ha
**Highest occupied orbital energy**: -9.76 eV

These are the natural (NBO) partial charges, in e, on atoms 1 to 4: -0.60 -0.20 -0.39 -0.06

***

# 3
DFT (ωB97M-V/def2-TZVPD) results for a structure of composition C18H22AsBaCl2Se4.

Atoms and positions in Å:
Ba  0.26638  -0.05110  0.04810
Se  2.59510  1.56593  1.40364
Se  2.93034  -0.69517  1.74645
Se  2.90628  -1.83663  -0.47368
Se  0.94614  -3.08563  -0.63590
Cl  2.23441  7.04664  1.06966
C  2.36718  5.29910  0.83016
Cl  0.91710  4.57678  0.14560
H  2.52550  4.81600  1.78576
H  3.17464  5.09285  0.14089
C  -6.44496  2.64198  1.96011
C  -5.51523  2.10250  2.84109
C  -4.26891  1.70735  2.37715
C  -3.91045  1.84146  1.03221
C  -4.86119  2.37680  0.15906
C  -6.10677  2.77270  0.61847
C  -2.57160  1.37135  0.60508
C  -1.86848  1.57250  -0.51345
C  -2.29949  2.41282  -1.62893
C  -2.68104  1.84675  -2.85624
C  -3.06141  2.63937  -3.92845
C  -3.04133  4.02418  -3.82297
C  -2.63521  4.60173  -2.62366
C  -2.27264  3.81321  -1.54474
H  -7.41984  2.95085  2.31622
H  -5.76515  1.98978  3.88934
H  -3.54836  1.28155  3.06772
H  -4.61910  2.46969  -0.88993
H  -6.82846  3.18239  -0.07840
H  -2.08932  0.75805  1.38687
H  -2.67693  0.76586  -2.92570
H  -3.36846  2.18202  -4.86227
H  -3.32850  4.63768  -4.66771
H  -2.60677  5.68164  -2.53162
H  -1.97292  4.27817  -0.61244
C  -4.40094  -3.51693  1.45361
As  -3.19843  -2.26605  0.53411
C  -2.66199  -3.50163  -0.89492
C  -4.61376  -1.36219  -0.48824
H  -5.04318  -4.01302  0.72719
H  -5.00820  -2.96742  2.17222
H  -3.80848  -4.25911  1.98866
H  -3.51054  -4.01483  -1.34817
H  -1.96282  -4.24167  -0.50552
H  -2.13791  -2.90820  -1.64534
H  -5.19280  -2.07749  -1.07382
H  -4.11366  -0.65066  -1.14578
H  -5.28302  -0.81874  0.17603

**Frontier orbital gap**: 6.67 eV
**Maximum force**: 0.9 eV/Å
**LUMO**: 2.34 eV
**Molar mass**: 837.4 g/mol
**Energy relative to the best compared isomer or geometry (same formula, charge and spin)**: 2.0 kcal/mol
**Charge**: -1
**Electronic energy**: -13486.590359 Ha
**Highest occupied orbital energy**: -4.33 eV

These are the natural (NBO) partial charges, in e, on atoms 1 to 4: 1.74 -0.72 -0.18 -0.19

***

# 4
DFT (ωB97M-V/def2-TZVPD) results for the molecule C5H5FS at a distorted geometry.

Atoms and positions in Å:
C  -1.78246  0.67056  0.55141
C  -0.73731  -0.10662  0.70818
F  -0.51318  -0.67618  1.89029
C  0.39908  -0.26071  -0.22506
C  0.25185  -0.55252  -1.50465
C  1.73187  -0.02417  0.32225
S  2.05651  0.73472  1.74019
H  -2.55773  0.74277  1.28951
H  -1.99425  1.25278  -0.38505
H  1.16047  -0.71442  -2.13712
H  -0.69635  -0.76815  -1.97154
H  2.68151  -0.29807  -0.27841

**Frontier orbital gap**: 7.92 eV
**Maximum force**: 2.5 eV/Å
**LUMO**: -0.84 eV
**Molar mass**: 116.2 g/mol
**Energy relative to the best compared isomer or geometry (same formula, charge and spin)**: 24.1 kcal/mol
**Charge**: 0
**SMILES**: C=C(F)C(=C)C=S
**Electronic energy**: -691.494077 Ha
**Highest occupied orbital energy**: -8.76 eV

These are the natural (NBO) partial charges, in e, on atoms 1 to 4: -0.46 0.38 -0.32 -0.20

***

# 5
DFT (ωB97M-V/def2-TZVPD) results for a structure of composition C4H5IN2S at a distorted geometry.

Atoms and positions in Å:
C  1.71791  1.20615  0.17733
C  1.26492  1.16499  -1.19261
C  0.57820  -0.61107  0.02297
C  -2.02425  -1.03420  1.26800
N  1.33458  0.08655  0.81535
N  0.48092  0.03453  -1.22350
S  -0.12944  -2.14911  0.24274
I  -2.59313  0.25332  -0.27901
H  2.24630  2.01283  0.63106
H  1.21977  1.94702  -1.90736
H  -1.38547  -0.63625  2.00156
H  -2.51710  -1.98791  1.33473
H  -0.19322  -0.28687  -1.89126

**Frontier orbital gap (alpha / beta)**: 7.38 / 7.38 eV
**Maximum force**: 4.1 eV/Å
**LUMO (alpha / beta)**: -0.85 / -0.85 eV
**Molar mass**: 240.1 g/mol
**Energy relative to the best compared isomer or geometry (same formula, charge and spin)**: 30.8 kcal/mol
**Charge**: 0
**Electronic energy**: -960.735019 Ha
**Highest occupied orbital energy (alpha / beta)**: -8.22 / -8.22 eV

These are the natural (NBO) partial charges, in e, on atoms 1 to 4: -0.08 -0.10 0.10 -0.51

***

# 6
DFT (ωB97M-V/def2-TZVPD) results for the molecule C4H9NO2S at a distorted geometry.

Atoms and positions in Å:
C  -0.97259  0.52816  -0.16257
C  -2.69931  -1.10895  -0.08371
C  3.14465  0.20039  0.47070
C  0.28502  1.03776  0.53675
N  -1.29529  0.99508  -1.29435
O  1.28663  -1.30741  -0.63593
O  -1.59579  -0.48424  0.55948
S  1.63501  0.14314  -0.63025
H  -2.56022  -2.08925  0.26095
H  -2.90157  -0.99450  -1.21321
H  -3.56461  -0.55533  0.33305
H  3.96061  -0.47211  0.04028
H  2.99781  -0.39795  1.29563
H  3.40066  1.27086  0.52457
H  0.52947  2.00957  0.27824
H  0.46082  0.60821  1.47358
H  -2.11130  0.61657  -1.75322

**Frontier orbital gap**: 9.73 eV
**Maximum force**: 4.4 eV/Å
**LUMO**: 0.86 eV
**Molar mass**: 135.2 g/mol
**Energy relative to the best compared isomer or geometry (same formula, charge and spin)**: 79.3 kcal/mol
**Charge**: 0
**Electronic energy**: -761.137025 Ha
**Highest occupied orbital energy**: -8.87 eV

These are the natural (NBO) partial charges, in e, on atoms 1 to 4: 0.56 -0.27 -0.82 -0.59